This record from OMol25 describes C73H168As4F24N3O2P3 as an isolated structure. The level of theory is ωB97M-V/def2-TZVPD.

The geometry in XYZ format:
```
277
Properties=species:S:1:pos:R:3:forces:R:3
C 9.22999 5.95773 6.99905 0.4 0.3 0.5
C 8.96110 6.36050 8.48201 0.1 -1.6 -1.7
C 7.65619 5.64345 8.90256 0.4 2.1 1.0
C 7.22116 6.13870 10.32823 0.3 0.3 -0.9
P 5.47725 5.82313 10.55810 -0.6 0.5 0.5
C 5.29364 4.03832 10.24386 -0.5 0.9 0.2
C 6.26023 3.19567 11.02596 -0.4 -0.2 1.0
C 5.81587 1.73531 11.03392 1.7 -0.8 0.5
C 6.74049 0.80956 11.86598 -0.5 -0.4 -0.2
C 4.39995 6.68731 9.33362 -0.2 0.7 0.1
C 4.83551 8.10780 8.82880 -1.7 0.2 0.6
C 3.57074 8.95678 8.35498 1.1 -0.2 -0.6
C 3.86743 10.39850 7.86610 0.2 -1.0 0.0
C 4.92084 6.30774 12.29375 0.2 0.3 -1.2
C 4.99819 7.82671 12.75705 -1.0 -1.8 -0.8
C 3.96807 7.99506 13.91248 2.1 0.6 0.5
C 4.46429 7.24913 15.18970 -1.9 0.7 -0.6
H 9.20906 4.87542 6.87164 0.5 0.0 0.0
H 10.18441 6.42106 6.74902 0.2 -0.5 -0.4
H 8.51906 6.32558 6.25920 -0.3 0.3 0.4
H 9.02941 7.44804 8.45570 -0.8 0.1 0.7
H 9.79315 5.99929 9.08642 0.1 0.0 0.1
H 7.74434 4.55771 8.94144 0.2 0.1 -0.4
H 6.94921 5.94559 8.12991 -0.5 -0.3 0.2
H 7.41491 7.20377 10.45549 -0.2 0.2 -0.3
H 7.85330 5.69628 11.09814 -0.3 -0.4 0.1
H 5.34796 3.90396 9.16354 -0.1 -0.1 0.0
H 4.28697 3.80297 10.58925 -0.2 -0.1 -0.3
H 6.16702 3.50295 12.06759 0.1 0.1 0.3
H 7.30797 3.40728 10.81248 0.0 -0.5 -0.5
H 5.76223 1.29140 10.03985 -0.3 0.3 -0.2
H 4.86426 1.60527 11.54932 -0.3 0.5 -0.4
H 6.91248 1.17625 12.87793 -0.1 0.1 0.0
H 7.70365 0.50930 11.45335 0.0 0.5 -0.3
H 6.17825 -0.12263 11.92070 0.1 -0.2 0.4
H 3.41920 6.78374 9.79937 0.0 0.2 0.7
H 4.08279 6.02480 8.52827 0.8 -0.2 -0.3
H 5.62523 7.99404 8.08616 -0.1 0.4 -0.1
H 5.16673 8.70031 9.68163 0.7 -0.2 0.0
H 2.84198 9.10637 9.15161 0.2 -0.5 0.4
H 3.03673 8.42830 7.56526 0.0 -0.1 -0.1
H 4.36592 10.98661 8.63665 -0.4 0.2 0.2
H 2.87966 10.75908 7.57908 0.3 0.6 0.1
H 4.53837 10.46215 7.00942 -0.1 -0.3 -0.2
H 5.42286 5.61967 12.97391 -0.1 0.0 0.1
H 3.85946 6.06928 12.22510 -0.1 -0.3 0.3
H 4.72740 8.41635 11.88120 0.0 0.3 0.1
H 6.02621 8.04947 13.04279 -0.2 0.2 0.2
H 2.94550 7.67951 13.70537 0.2 -0.2 -0.5
H 3.90700 9.06102 14.13178 0.0 0.1 0.0
H 3.71087 7.54584 15.91937 0.0 -0.4 0.4
H 5.41762 7.54381 15.62836 0.2 -0.3 -0.6
H 4.30002 6.19699 14.95708 0.6 -0.2 0.6
C -9.08345 -2.25851 -11.83035 -0.3 -0.3 0.3
C -8.88455 -2.21887 -10.30412 0.9 0.4 -0.2
C -7.39013 -2.16250 -9.82517 -0.8 -0.9 0.4
C -7.40441 -2.49696 -8.32119 1.3 -0.1 -0.1
P -5.75067 -2.50209 -7.56158 1.3 1.4 0.4
C -4.99503 -0.78137 -7.84005 0.7 -1.4 -1.1
C -4.40610 -0.58451 -9.32256 -1.0 0.5 1.2
C -4.49312 0.88671 -9.79537 1.0 -0.4 -0.6
C -3.48352 1.81126 -9.14987 0.0 0.7 0.4
C -5.86683 -2.79269 -5.72445 0.5 0.2 -0.4
C -7.01461 -2.10359 -4.92750 -0.2 -0.3 -0.8
C -8.32271 -2.91802 -4.91256 0.2 -0.3 0.2
C -8.23370 -3.99480 -3.85908 -0.1 -0.5 1.2
C -4.61559 -3.87389 -8.28702 -0.1 0.5 0.1
C -3.20020 -3.91202 -7.68182 0.9 0.6 -0.4
C -2.17732 -4.85650 -8.40662 -1.2 0.5 -0.6
C -1.78164 -4.47330 -9.89479 -0.5 -0.3 1.7
H -8.67306 -3.16791 -12.26931 0.6 0.1 0.2
H -8.68598 -1.38325 -12.34421 0.0 -0.1 0.0
H -10.12797 -2.38922 -12.11313 -0.2 0.5 0.3
H -9.49117 -2.99025 -9.82970 0.4 -0.4 0.0
H -9.21705 -1.30423 -9.81321 -0.7 0.3 -0.5
H -7.02171 -1.15077 -9.99477 0.0 0.0 0.0
H -6.67957 -2.85290 -10.27966 -0.3 -0.1 -0.6
H -7.64179 -3.54361 -8.13068 -0.9 0.0 -0.2
H -8.04948 -1.79492 -7.79287 0.0 -0.3 0.4
H -4.14741 -0.68634 -7.16139 0.0 -0.2 0.2
H -5.68536 -0.00619 -7.50739 -0.4 -0.2 -0.3
H -4.85128 -1.23293 -10.07719 -0.4 0.0 0.2
H -3.37378 -0.92880 -9.26023 0.2 0.3 -0.1
H -5.45536 1.39875 -9.79843 -0.4 -0.7 0.5
H -4.24000 0.85321 -10.85504 0.0 0.0 -0.2
H -3.62548 1.96418 -8.08003 0.0 -0.4 0.2
H -3.63025 2.82186 -9.53097 0.2 0.0 -0.3
H -2.45200 1.50478 -9.32351 0.0 0.0 0.0
H -4.94014 -2.48368 -5.24088 0.4 0.2 -0.5
H -5.74223 -3.87526 -5.74932 -0.8 -0.4 0.8
H -7.09408 -1.09073 -5.32234 -0.4 0.1 -0.4
H -6.71310 -1.87222 -3.90591 0.3 -0.6 0.1
H -8.50463 -3.47724 -5.83031 0.1 0.6 -0.5
H -9.20354 -2.31871 -4.68223 0.1 0.2 -0.3
H -8.97800 -4.78297 -3.97263 0.0 0.0 -0.3
H -8.41336 -3.60314 -2.85787 0.1 0.2 0.0
H -7.25887 -4.47943 -3.80478 0.1 0.0 -0.2
H -4.58289 -3.81222 -9.37478 0.0 0.7 -0.1
H -5.02017 -4.88061 -8.18240 -0.7 0.1 0.6
H -3.25319 -4.18522 -6.62794 0.0 -0.2 0.0
H -2.70570 -2.94066 -7.68837 -0.3 0.4 0.0
H -2.70610 -5.80933 -8.38219 0.5 -0.5 -0.2
H -1.29543 -4.88751 -7.76676 0.0 -0.2 -0.1
H -2.65922 -4.43945 -10.54039 0.0 0.0 0.0
H -1.09472 -5.22606 -10.28155 0.0 0.1 0.0
H -1.28994 -3.50054 -9.88671 0.0 0.0 -0.2
C -1.02515 -5.53695 4.98451 1.1 -0.3 -0.1
C 0.30451 -5.89501 4.28469 0.1 0.3 -1.0
C 1.21513 -4.71076 3.79066 0.2 -0.8 2.0
C 0.51242 -3.69964 2.90608 -0.1 -0.6 -0.1
P 1.45373 -2.21542 2.61641 2.2 2.1 0.9
C 1.65571 -1.30895 4.27552 0.1 -1.0 -0.7
C 0.34394 -0.97896 4.93968 -0.6 0.6 0.3
C 0.17837 0.52492 5.25699 -0.2 -0.7 0.1
C 1.20205 0.98425 6.33517 -1.1 0.9 -1.4
C 3.15834 -2.54625 2.08388 -0.7 0.0 -0.7
C 4.01921 -1.31072 1.73915 0.3 -0.3 0.6
C 5.39759 -1.70029 1.18971 0.2 0.5 0.6
C 6.17082 -2.75493 2.01048 0.1 0.6 -1.1
C 0.69166 -1.08931 1.42213 -0.9 0.3 0.8
C 0.19322 -1.51028 0.04469 0.5 -0.2 1.5
C -0.62268 -0.31970 -0.48294 0.2 -1.2 -0.8
C -0.63982 -0.42096 -1.99120 0.0 0.8 -1.2
H -0.96089 -4.80811 5.79244 0.2 0.6 -0.4
H -1.33915 -6.40696 5.56120 -0.5 -0.2 -0.6
H -1.68249 -5.24553 4.16531 -0.6 0.1 0.7
H 0.04931 -6.43327 3.37186 -0.3 -0.2 -0.2
H 0.85442 -6.66198 4.83009 0.4 0.5 0.3
H 2.11436 -5.10008 3.31325 -0.2 -0.2 -0.3
H 1.59747 -4.25695 4.70497 0.0 0.4 0.1
H -0.41538 -3.35942 3.36600 -0.3 -0.2 -0.2
H 0.35415 -4.25464 1.98140 -0.5 0.5 -0.4
H 2.30817 -0.43723 4.22536 0.0 0.0 -0.6
H 2.12652 -1.98761 4.98676 0.6 -0.4 -0.6
H 0.32937 -1.50900 5.89202 -0.2 0.0 0.1
H -0.46648 -1.42129 4.36031 -0.5 0.4 0.0
H -0.86765 0.65342 5.53523 0.1 0.2 0.5
H 0.27197 1.15175 4.37019 0.3 -0.2 -0.3
H 2.18195 0.57606 6.08764 0.0 -0.2 0.6
H 0.80831 0.86172 7.34416 0.5 -0.5 0.0
H 1.30619 2.05678 6.17110 0.1 0.1 0.3
H 3.07091 -3.13866 1.17311 0.0 -0.4 -0.1
H 3.56705 -3.19492 2.85866 0.4 0.2 0.0
H 4.17356 -0.69939 2.62829 -0.1 0.0 0.1
H 3.61383 -0.63192 0.98882 -0.6 -0.2 0.1
H 5.93319 -0.75283 1.24937 0.4 0.0 -0.2
H 5.31230 -1.91406 0.12429 0.0 -0.5 0.0
H 7.08978 -3.00889 1.48216 -0.1 -0.2 -0.2
H 5.57238 -3.65986 2.11572 0.3 0.0 0.4
H 6.54506 -2.31597 2.93534 -0.5 -0.2 0.3
H 1.20753 -0.13995 1.27823 0.7 -0.2 0.6
H -0.19323 -0.80491 1.99152 -0.4 0.3 0.1
H -0.40267 -2.40444 0.22766 -0.4 0.0 -0.6
H 1.06422 -1.81484 -0.53559 -0.2 0.2 -0.5
H -0.19330 0.64200 -0.20212 0.1 -0.1 0.2
H -1.62788 -0.38376 -0.06631 0.0 0.1 0.0
H -1.33911 0.27235 -2.45855 -0.5 -0.2 0.1
H -0.78592 -1.42243 -2.39590 -0.3 -0.1 0.3
H 0.28624 -0.07752 -2.45223 0.5 -0.2 0.4
C 7.40009 1.05161 -8.96432 -1.0 -0.6 1.6
C 6.10884 1.12769 -7.97821 1.0 -0.6 -0.6
N 5.57795 -0.20179 -7.36798 1.1 -0.5 -0.1
C 4.24508 0.07261 -6.61018 1.2 -0.3 -0.4
C 5.36493 -1.16791 -8.56325 -0.2 -1.2 1.8
C 4.69677 -2.53614 -8.13945 1.0 1.3 -0.6
C 6.62119 -0.93505 -6.36733 0.0 0.7 0.7
C 7.47569 0.03332 -5.52291 -1.5 0.2 0.0
O 6.57600 0.73417 -4.67917 0.1 -1.2 -0.2
C 7.20397 1.58561 -3.75542 -0.5 1.3 -0.1
H 7.88612 2.02513 -9.02870 -0.4 0.1 0.0
H 7.18461 0.67466 -9.96410 -0.3 0.2 0.1
H 8.16635 0.39375 -8.55422 -0.1 -0.1 0.2
H 5.26953 1.50396 -8.56309 0.0 0.0 0.2
H 6.27266 1.78239 -7.12225 0.1 0.0 -0.2
H 4.36784 0.74844 -5.76383 0.7 -0.3 0.0
H 3.93885 -0.91980 -6.27937 -0.4 0.4 0.0
H 3.55138 0.59536 -7.26867 0.0 -0.6 -0.4
H 6.38062 -1.42213 -8.86634 -0.2 0.4 -0.4
H 4.78675 -0.65007 -9.32853 0.2 0.0 0.1
H 5.03303 -3.23569 -8.90475 -0.6 -0.1 -0.2
H 3.61244 -2.44111 -8.08198 0.2 -0.3 0.1
H 5.15428 -2.94341 -7.23783 -0.4 0.2 0.2
H 7.30548 -1.69636 -6.74187 0.0 0.6 -1.6
H 6.05938 -1.62286 -5.73538 -0.7 0.8 0.4
H 8.03089 0.74635 -6.13238 0.1 0.0 -0.3
H 8.21327 -0.51286 -4.93488 0.0 -0.4 0.0
H 6.44249 1.86950 -3.02901 0.1 -0.1 0.1
H 7.44599 2.48599 -4.32010 0.5 0.3 0.3
H 8.08524 1.21329 -3.23310 0.0 -0.4 -0.2
C -7.59632 7.39630 -1.42743 -0.6 -1.2 -0.4
C -7.39393 5.88449 -1.17188 2.4 0.1 -0.1
N -5.91581 5.43530 -0.87590 -0.1 1.2 -0.4
C -5.88949 3.93354 -0.56755 1.3 1.7 -0.9
C -4.99633 5.75111 -2.11596 0.0 -0.7 -0.2
C -5.39695 5.17562 -3.49369 -0.2 -0.9 0.5
C -5.41952 6.32849 0.31279 -1.1 -0.6 -1.9
C -4.16747 5.92495 1.01863 0.1 -0.7 -0.7
O -3.11967 5.48574 0.15268 -1.3 0.6 -0.1
C -1.91958 5.21213 0.83993 0.5 1.0 0.8
H -7.32920 8.06077 -0.60570 -0.6 -0.2 0.0
H -8.65153 7.33305 -1.69318 -0.4 0.9 0.7
H -7.21315 7.81219 -2.35926 0.7 -0.4 0.0
H -7.61885 5.32353 -2.07898 -0.4 0.0 0.3
H -7.90141 5.49346 -0.29003 -0.5 0.3 -0.3
H -6.30158 3.70646 0.41567 -0.3 0.0 -0.3
H -4.81366 3.75994 -0.59101 -0.1 -0.6 0.4
H -6.31388 3.46397 -1.45496 -0.4 -0.3 0.6
H -4.00331 5.39564 -1.84094 -0.2 -0.2 0.1
H -4.85262 6.82139 -2.26419 -0.6 0.1 0.6
H -6.31851 5.56493 -3.92645 0.3 0.4 0.0
H -5.51222 4.09290 -3.54400 -0.2 -0.2 0.7
H -4.55144 5.25766 -4.17667 0.0 0.8 0.0
H -6.20145 6.28758 1.07108 -0.2 0.1 -0.1
H -5.43611 7.31027 -0.16040 0.5 0.0 0.4
H -4.47642 5.10200 1.66315 0.5 0.0 0.5
H -3.98365 6.83927 1.58285 0.8 -0.2 0.5
H -1.41421 6.14882 1.07509 0.2 0.2 -0.2
H -1.24347 4.64585 0.19938 -0.4 -0.3 0.3
H -2.13260 4.80901 1.82999 0.2 -0.8 -0.2
C -3.91222 -7.54358 -0.67462 -0.3 0.1 1.7
C -4.43947 -7.81442 -2.04665 -0.2 0.6 -1.0
C -3.61855 -8.82629 -2.83885 -0.1 0.8 -0.8
C -4.12877 -8.89799 -4.29474 -0.1 -1.2 -0.7
N -3.42709 -9.91728 -5.14952 2.7 -2.2 1.2
C -3.96645 -10.02573 -6.56034 1.3 3.1 0.0
C -4.51566 -11.34986 -6.78318 -1.1 -1.4 -0.1
C -3.78481 -12.19326 -5.75638 0.6 -1.3 -0.2
C -3.61837 -11.35457 -4.54314 -0.5 1.0 0.3
C -1.85057 -9.69143 -5.20265 -2.2 1.5 -0.9
H -2.83941 -7.67174 -0.53057 0.1 0.0 -0.4
H -4.39564 -8.14797 0.09291 0.1 -0.4 -0.1
H -4.14619 -6.53424 -0.33606 0.1 0.1 -0.2
H -4.45710 -6.85923 -2.57146 0.4 0.1 -0.4
H -5.50260 -8.05207 -2.08389 -0.1 -0.5 0.4
H -3.58998 -9.77969 -2.31130 -0.3 -0.2 -0.3
H -2.58268 -8.48817 -2.86628 0.0 0.2 0.1
H -4.09240 -8.02303 -4.94374 0.3 0.7 0.8
H -5.14600 -9.27296 -4.40774 -0.4 0.3 0.6
H -3.13779 -9.81044 -7.23492 0.1 0.0 0.1
H -4.62874 -9.16533 -6.65612 -0.4 -0.3 -0.2
H -4.36218 -11.70735 -7.80139 0.0 0.1 0.1
H -5.59193 -11.29643 -6.61929 -0.1 -0.5 0.2
H -2.75792 -12.41657 -6.04574 0.0 -0.1 -0.7
H -4.24032 -13.16397 -5.56059 -0.1 0.1 0.1
H -2.76233 -11.63583 -3.92980 0.0 0.3 -0.1
H -4.50183 -11.35667 -3.90473 -0.1 0.3 -0.1
H -1.77338 -8.70976 -5.67002 0.1 0.3 0.3
H -1.43978 -10.31794 -5.99437 0.1 -0.7 0.9
H -1.44814 -9.62070 -4.19213 0.1 -0.7 -0.4
As 4.50377 4.15620 3.47984 0.5 -0.9 -1.1
F 3.26531 2.89214 2.99218 1.5 0.9 0.2
F 5.07789 3.09598 4.77873 -0.4 0.6 -0.6
F 5.70665 5.39555 3.97248 -1.4 -1.0 -0.5
F 3.91887 5.16320 2.09647 0.8 -1.0 1.5
F 3.25107 4.77213 4.53013 0.8 0.2 -0.4
F 5.80707 3.37392 2.43395 -1.8 1.0 0.9
As 2.99301 -5.37978 -3.11565 1.9 -1.9 -0.1
F 1.94384 -4.52123 -4.30893 1.2 -0.5 1.1
F 4.41179 -5.58974 -4.28056 -2.2 0.3 0.7
F 3.97254 -6.47210 -2.01788 -1.3 1.7 -0.9
F 1.79439 -5.11208 -1.82486 0.8 -0.2 -1.2
F 2.20094 -6.92360 -3.68478 0.6 1.8 0.5
F 3.87543 -3.89968 -2.62215 -1.2 -1.0 -0.3
As -1.47102 6.09178 9.83531 0.4 0.0 -0.4
F -2.29517 4.51495 10.23290 1.2 2.0 -0.5
F -3.05634 6.80555 9.34231 1.3 -0.8 1.1
F -0.75121 7.67646 9.41532 0.0 -1.0 0.7
F 0.22384 5.30299 10.12157 -2.2 1.1 -0.1
F -1.22904 5.70889 8.13251 -0.2 -0.5 0.8
F -1.51755 6.63228 11.54518 -0.2 -0.8 -1.7
As -5.34234 -0.86862 3.21575 -1.6 0.7 0.5
F -3.87450 0.18017 3.07312 -1.2 -1.2 0.3
F -4.48443 -2.35012 2.84219 0.2 0.7 -0.2
F -6.84902 -1.86882 3.22502 1.4 1.0 0.1
F -6.37630 0.57492 3.60262 1.3 -1.4 -0.3
F -5.63686 -0.52984 1.48156 0.3 -0.3 0.8
F -5.02537 -1.19378 4.93484 -0.3 0.6 -1.5
```
Forces are in eV/Å.

For the strongest force on any atom, the calculation gives 3.7 eV/A. As for the gap between HOMO and LUMO: 7.578 eV. Its total charge is +2. The LUMO energy is -4.3 eV. Its HOMO energy is -11.8521 eV.